A molecular structure, C37H31BF6O2S, computed with the ωB97M-V functional and the def2-TZVPD basis.

```
78
Properties=species:S:1:pos:R:3
C -4.994 4.065 1.105
C -4.002 2.976 0.955
C -3.750 2.238 -0.193
C -2.752 1.236 0.014
C -2.308 1.178 1.318
B -1.372 -0.130 2.162
C -0.322 1.042 1.775
C 0.086 2.034 2.688
C 1.015 2.996 2.299
C 1.380 4.145 3.213
F 1.931 5.206 2.523
F 0.279 4.635 3.868
F 2.293 3.802 4.179
C 1.634 2.968 1.057
C 1.336 1.895 0.221
C 2.089 1.674 -1.051
F 2.488 0.360 -1.171
F 1.315 1.936 -2.152
F 3.213 2.431 -1.167
C 0.316 1.003 0.531
O -2.141 -0.063 3.351
C -3.548 -0.404 3.350
C -4.026 -1.337 2.181
C -4.540 -2.629 2.795
C -5.186 -0.612 1.498
C -2.989 -1.744 1.111
O -1.766 -1.067 1.138
S -3.026 2.442 2.276
H -5.401 4.339 0.123
H -5.812 3.731 1.756
H -4.511 4.937 1.572
H -4.295 2.409 -1.144
H -2.348 0.594 -0.795
H -0.292 2.027 3.706
H 2.335 3.746 0.753
H 0.048 0.262 -0.220
H -3.766 -0.863 4.346
H -4.075 0.588 3.295
H -4.883 -3.314 2.007
H -3.703 -3.109 3.329
H -5.364 -2.455 3.504
H -5.619 -1.246 0.714
H -5.979 -0.377 2.228
H -4.850 0.322 1.041
H -2.770 -2.825 1.202
H -3.358 -1.556 0.098
C -0.176 -1.501 2.828
C 1.024 -0.833 3.501
C 2.166 -0.413 2.743
C 3.134 0.438 3.307
C 3.109 0.699 4.687
C 2.121 0.118 5.503
C 1.091 -0.613 4.900
C -1.031 -2.313 3.779
C -1.090 -3.666 3.375
C -1.668 -4.663 4.168
C -2.158 -4.302 5.424
C -2.163 -2.948 5.816
C -1.608 -1.960 4.988
C -0.375 -3.793 2.096
C 0.151 -2.508 1.765
C 0.791 -2.378 0.540
C 1.042 -3.516 -0.251
C 0.500 -4.767 0.103
C -0.244 -4.914 1.278
H 2.272 -0.703 1.687
H 3.885 0.928 2.657
H 3.880 1.338 5.139
H 2.102 0.270 6.601
H 0.343 -1.016 5.587
H -1.721 -5.687 3.769
H -2.534 -5.057 6.121
H -2.630 -2.624 6.745
H -1.634 -0.903 5.294
H 1.039 -1.383 0.159
H 1.583 -3.373 -1.196
H 0.676 -5.632 -0.551
H -0.759 -5.842 1.556
```

* HOMO energy: -7.577 eV
* total charge: 0
* calculated total energy: -70781.56896 eV
* 2S+1: 1

Here are the Löwdin charges for atoms 1 to 2, given in e: C -0.10; C -0.56